Below is an isolated molecule of C6H13N, with properties calculated with ωB97M-V with the def2-TZVPD basis set.

```
20
Properties=species:S:1:pos:R:3:forces:R:3
C 0.778906 -1.406619 -0.267449 -0.9 -0.5 0.7
C 0.388328 -0.208832 -0.685847 2.0 -0.6 -1.7
C -0.405131 0.599905 0.240806 -0.9 2.7 1.1
C -1.744556 0.099892 0.815845 0.3 -1.5 -0.7
C -1.654936 -1.043615 1.839245 -0.8 -3.3 -2.7
N 0.905700 0.482574 -1.828556 0.8 0.6 -1.0
C 2.012580 1.474767 -1.570205 -3.3 -1.3 1.4
H 1.531945 -2.128804 -0.485651 0.5 0.1 -1.2
H 0.203128 -1.723156 0.580596 0.5 -0.2 0.0
H 0.321175 0.743567 1.071172 -0.7 0.6 -0.1
H -0.672580 1.617932 -0.220437 0.7 -1.4 0.5
H -2.333926 -0.234163 -0.054393 -0.2 0.6 0.4
H -2.195405 0.874798 1.432572 -0.3 0.5 -0.9
H -1.562732 -0.509245 2.718393 0.8 0.0 2.4
H -2.592417 -1.708849 1.876680 0.9 1.5 0.0
H -0.899237 -1.874575 1.548935 -1.2 1.8 1.4
H 1.254944 -0.062338 -2.610568 -0.6 -0.8 0.5
H 1.640329 1.879330 -0.643674 0.6 1.2 0.2
H 2.112541 2.135678 -2.376846 -0.1 1.2 -0.9
H 2.911349 0.991744 -1.380610 1.9 -1.0 0.4
```
Forces are in eV/Å.

The spin multiplicity is 1. The max |F| is 4.4 eV/A. For the energy above the lowest of the compared OMol25 structures with the same formula, charge and spin, the calculation gives 55.62 kcal per mole. For the total energy, the calculation gives -7920.4212 eV.

***

Below is an isolated molecule of C6H13N, with properties calculated with ωB97M-V with the def2-TZVPD basis set.

```
20
Properties=species:S:1:pos:R:3:forces:R:3
C -3.104897 -0.359237 -0.331379 -1.7 -0.1 1.4
C -1.845132 -0.659754 -0.023026 -0.8 -1.3 0.1
C -0.770171 -0.848519 -1.040587 2.3 2.5 0.9
C 0.187143 0.475665 -0.809882 0.8 -1.9 -3.4
C 1.005089 0.273934 0.435873 0.4 1.6 2.1
C 1.782483 1.568587 0.943315 0.3 -2.1 -0.9
N 1.916978 -0.852218 0.345453 -0.5 -0.3 -1.9
H -3.957471 -0.634339 0.397154 1.5 1.2 -1.0
H -3.410988 0.162841 -1.258145 0.3 -1.0 0.3
H -1.536650 -0.932679 1.038614 -0.8 0.1 -1.5
H -0.114294 -1.612811 -0.594315 -0.5 -0.3 -1.1
H -0.964111 -1.014226 -2.144141 -0.3 0.2 1.6
H -0.422872 1.392792 -0.965037 0.6 -0.5 0.7
H 0.960333 0.390649 -1.641627 -0.9 0.6 0.6
H 0.250937 -0.044392 1.149430 0.0 0.7 0.9
H 1.593226 1.664879 2.019472 -0.3 0.8 -0.5
H 2.874512 1.313546 0.898951 -0.8 0.5 -0.3
H 1.549708 2.366667 0.213318 0.2 0.1 1.1
H 2.693378 -1.020276 0.943074 0.3 0.8 0.8
H 1.312798 -1.631105 0.423493 0.1 -1.4 0.0
```
Forces are in eV/Å.

The spin multiplicity is 1. The max |F| is 4.0 eV/A. For the energy above the lowest of the compared OMol25 structures with the same formula, charge and spin, the calculation gives 52.82 kcal per mole. For the total energy, the calculation gives -7920.5426 eV.

***

Below is an isolated molecule of C6H13N, with properties calculated with ωB97M-V with the def2-TZVPD basis set.

```
20
Properties=species:S:1:pos:R:3:forces:R:3
C 0.224296 2.096905 -1.682030 -0.1 -0.1 -0.2
C 1.236849 1.744327 -0.661518 0.3 0.0 0.7
N 1.667297 0.643227 -0.238967 1.0 0.7 -0.1
C 1.317170 -0.611256 -0.800115 -0.2 -0.2 0.4
C 0.570028 -1.310014 0.363341 0.0 -0.4 -0.2
C -0.740994 -0.666675 0.845909 0.1 0.0 -0.3
C -1.401090 -1.465238 1.972416 0.0 0.0 0.0
H 0.682558 2.804701 -2.367891 -0.2 0.2 -0.2
H -0.146203 1.243810 -2.238584 -0.1 0.0 -0.1
H -0.606646 2.581029 -1.159841 0.0 0.1 -0.2
H 1.668852 2.571092 -0.123940 0.0 0.7 0.1
H 0.788860 -0.520539 -1.770906 -0.2 -0.4 0.5
H 2.283527 -1.109337 -1.003592 -0.6 -0.1 0.1
H 0.371855 -2.335032 0.063809 -0.1 -0.3 0.1
H 1.256708 -1.346184 1.226539 -0.1 0.0 -0.4
H -1.436589 -0.598673 0.003459 0.0 0.1 0.0
H -0.558688 0.359501 1.190637 0.0 -0.2 -0.1
H -0.745334 -1.525532 2.847035 0.0 0.0 -0.1
H -1.631990 -2.490098 1.658810 0.0 0.2 0.0
H -2.336404 -0.995559 2.294531 0.1 -0.1 -0.1
```
Forces are in eV/Å.

The spin multiplicity is 1. The max |F| is 1.2 eV/A. For the energy above the lowest of the compared OMol25 structures with the same formula, charge and spin, the calculation gives 13.34 kcal per mole. For the total energy, the calculation gives -7922.2548 eV.

***

Below is an isolated molecule of C6H13N, with properties calculated with ωB97M-V with the def2-TZVPD basis set.

```
20
Properties=species:S:1:pos:R:3:forces:R:3
C -0.937328 2.998607 0.408984 0.0 0.0 0.0
C -0.112553 1.757767 0.737587 0.0 0.0 0.0
C -0.284179 0.656143 -0.302797 -0.1 0.1 -0.1
N 0.513784 -0.516527 0.054800 0.0 0.1 0.1
C 1.333248 -1.116450 -0.984746 0.2 0.0 -0.2
C 0.117408 -1.802934 -0.484543 -0.1 -0.1 0.0
C 0.178567 -2.978305 0.457117 0.0 0.0 0.0
H -2.001904 2.747646 0.326124 0.1 0.1 0.0
H -0.624427 3.446387 -0.542051 -0.1 -0.1 0.1
H -0.836165 3.763608 1.185379 0.0 -0.1 -0.1
H 0.951864 2.010692 0.809804 -0.1 0.0 0.0
H -0.404125 1.354258 1.714700 0.1 0.1 -0.1
H -0.006279 1.040617 -1.299865 -0.1 -0.1 0.2
H -1.345232 0.371686 -0.355218 0.1 0.0 0.0
H 2.327662 -1.448261 -0.687028 -0.2 0.0 0.0
H 1.281309 -0.667802 -1.977915 0.0 -0.1 0.1
H -0.739183 -1.795399 -1.164079 0.1 0.0 0.1
H 0.203612 -3.924392 -0.095029 0.0 0.1 0.1
H 1.077293 -2.908079 1.077599 -0.1 0.0 -0.1
H -0.693374 -2.989261 1.121178 0.1 0.0 -0.1
```
Forces are in eV/Å.

The spin multiplicity is 1. The max |F| is 0.3 eV/A. For the energy above the lowest of the compared OMol25 structures with the same formula, charge and spin, the calculation gives 22.52 kcal per mole. For the total energy, the calculation gives -7921.8564 eV.

***

Below is an isolated molecule of C6H13N, with properties calculated with ωB97M-V with the def2-TZVPD basis set.

```
20
Properties=species:S:1:pos:R:3:forces:R:3
C -0.892389 -2.415975 1.402634 1.1 -2.1 0.5
C -0.056889 -1.885422 0.266125 -1.3 1.9 0.1
C 0.964438 -1.018433 0.352618 0.9 -1.3 -0.4
C 1.096384 0.190625 -0.510161 -0.5 0.1 -1.1
C 0.013520 1.251889 -0.158804 0.9 -0.9 0.5
C 0.473689 2.626623 -0.598198 -0.4 1.1 0.4
N -1.292852 0.819996 -0.614214 0.2 0.0 0.3
H -0.904105 -3.515909 1.445377 -0.6 0.0 -0.6
H -0.547401 -2.251187 2.423871 0.3 0.9 -0.2
H -1.894969 -2.017648 1.283689 -0.1 -0.1 0.1
H -0.688701 -1.745534 -0.613155 0.0 0.1 0.0
H 1.835813 -1.336705 0.923019 -0.4 0.8 1.1
H 2.052034 0.704228 -0.454738 0.3 -0.3 0.3
H 0.973234 -0.081452 -1.568347 0.0 0.1 -0.1
H -0.008852 1.189351 0.932800 -0.1 0.5 0.2
H 0.426224 2.757820 -1.680218 0.2 -0.1 0.0
H -0.132802 3.427338 -0.154670 -0.5 -0.3 -0.2
H 1.449796 2.916283 -0.202530 0.3 -0.5 -0.3
H -1.992779 1.521409 -0.417462 -0.1 -0.1 -0.3
H -1.285440 0.522384 -1.579743 -0.2 0.3 -0.1
```
Forces are in eV/Å.

The spin multiplicity is 1. The max |F| is 2.5 eV/A. For the energy above the lowest of the compared OMol25 structures with the same formula, charge and spin, the calculation gives 37.19 kcal per mole. For the total energy, the calculation gives -7921.2205 eV.

***

Below is an isolated molecule of C6H13N, with properties calculated with ωB97M-V with the def2-TZVPD basis set.

```
20
Properties=species:S:1:pos:R:3:forces:R:3
C -1.208811 1.287475 1.419539 0.0 -0.8 0.6
C -0.841749 -0.085555 0.832376 0.9 0.3 -0.9
C 0.125655 0.201165 -0.308204 1.1 -1.8 0.3
C -0.245754 0.456671 -1.564239 -1.6 0.9 0.7
N -1.619672 0.560220 -1.945352 0.7 0.2 -0.3
C 1.604465 -0.156794 -0.050501 -0.5 1.0 -1.2
C 1.824621 -1.595690 0.419169 -0.3 0.2 0.7
H -0.330277 1.846246 1.751243 0.2 -0.2 -0.2
H -1.796053 1.123720 2.335064 -0.4 0.5 -0.5
H -1.659417 1.867869 0.613250 -0.5 0.1 0.5
H -1.688630 -0.672498 0.454614 -0.2 0.4 0.2
H -0.348929 -0.756318 1.541488 -0.1 0.3 0.2
H 0.418929 0.929032 -2.278971 0.3 -0.7 -0.2
H -1.735011 0.305683 -2.916446 -0.2 0.1 0.1
H -2.269167 0.059254 -1.354592 0.2 -0.1 -0.1
H 2.116836 0.654568 0.478013 0.0 -0.5 0.6
H 2.035809 -0.099244 -1.054266 0.3 0.0 0.0
H 1.537610 -1.801927 1.460147 0.0 0.3 -0.2
H 1.203664 -2.263151 -0.182726 0.3 0.0 -0.2
H 2.875881 -1.860724 0.350394 0.1 -0.1 -0.2
```
Forces are in eV/Å.

The spin multiplicity is 1. The max |F| is 2.1 eV/A. For the energy above the lowest of the compared OMol25 structures with the same formula, charge and spin, the calculation gives 16.72 kcal per mole. For the total energy, the calculation gives -7922.1082 eV.